1.
The ion C11H18N4 with charge +2. Source: the OMol25 dataset; level of theory: ωB97M-V with the def2-TZVPD basis set.

Last column: Mulliken charge in e.
Atoms and positions in Å:
N1 1.1850 -1.1320 1.1767  -0.570
N2 3.6367 1.8515 -0.5860  -0.337
N3 -0.6641 0.1709 0.4964  0.296
N4 1.5349 0.6994 -0.4367  -0.196
C1 2.8444 0.8135 -0.1259  0.415
C2 -1.5481 -0.9789 0.7503  -0.508
C3 0.6821 -1.3598 -1.2221  -1.621
C4 -3.1773 -0.7289 0.8955  -0.732
C5 3.3906 -0.2080 0.8153  -0.853
C6 0.8910 -2.1800 -2.0533  0.678
C7 -3.5790 0.1242 -0.2834  -0.455
C8 0.6955 -0.3339 0.1433  0.709
C9 2.4166 -1.0731 1.4394  -0.398
C10 -1.2503 1.1186 -0.6036  -0.827
C11 -2.7188 1.3630 -0.2355  -0.763
H1 -1.1005 0.5175 -1.4196  0.634
H2 4.1284 0.1148 1.6108  0.476
H3 4.5953 1.7919 -0.2514  0.301
H4 -3.6081 -0.1919 1.7837  0.349
H5 2.6438 -1.8697 2.1427  0.531
H6 -0.3911 0.7509 1.3255  0.548
H7 -3.0808 2.0931 -1.0442  0.374
H8 1.2663 -2.7837 -2.9021  0.472
H9 -1.2125 -1.4538 1.6726  0.364
H10 -1.4112 -1.6881 -0.0705  0.348
H11 -2.8518 1.8555 0.8044  0.309
H12 -3.5334 -1.7879 1.0145  0.354
H13 4.1087 -0.7836 0.1381  0.405
H14 -3.2546 -0.4927 -1.2751  0.234
H15 1.3597 1.0849 -1.3302  0.377
H16 -4.6059 0.4572 -0.2340  0.352
H17 3.3821 2.2280 -1.4629  0.248
H18 -0.7737 2.0110 -0.6726  0.484

Atomic forces in eV per Å
N -0.4 0.9 0.0
N -1.8 -4.1 2.0
N 1.6 2.2 -0.4
N 3.0 1.1 1.6
C 0.2 2.0 0.8
C -2.9 -0.8 1.9
C -1.2 2.7 4.3
C 1.3 -0.4 0.6
C 3.1 0.4 -0.4
C 1.2 -1.3 -2.3
C 1.4 -1.9 -2.1
C -0.1 -3.4 -5.4
C -1.1 -1.9 0.7
C -2.5 -2.1 3.5
C -0.4 1.9 -0.7
H -0.1 -1.2 -2.6
H -0.9 0.4 -0.9
H 0.0 0.4 -0.6
H 1.3 -0.5 -0.2
H 1.1 0.5 0.3
H -1.2 -0.6 -0.2
H 0.4 -0.8 1.3
H -0.8 0.5 1.0
H 0.1 0.0 -0.2
H 0.0 0.3 0.0
H 0.5 -0.5 -1.7
H 0.0 1.0 -0.7
H -0.9 0.1 0.7
H -1.4 1.5 1.9
H -1.2 0.4 -1.0
H -0.4 -0.5 -0.4
H 0.2 1.1 -0.9
H 2.0 2.5 0.2

HOMO-LUMO gap ... 9.84 eV
LUMO level ... -7.65 eV
Relative energy (zero: lowest compared OMol25 entry of this formula, charge and spin) ... 383.5 kJ/mol
Electronic energy ... -648.218297 hartree
Spin multiplicity ... 1
SMILES ... C#C[C@@]1([NH+]2CCCCC2)N=CCC(=[NH2+])N1
Total charge ... +2

=====

2.
The molecule C13H8Cl2N4O2. Source: the OMol25 dataset; level of theory: ωB97M-V with the def2-TZVPD basis set.

Last column: Mulliken charge in e.
Atoms and positions in Å:
Cl1 2.7010 -1.5640 2.5419  -0.117
Cl2 2.6525 1.5945 2.3748  -0.138
O1 -0.0568 2.6433 1.9522  -0.587
O2 0.0006 -2.6354 2.0873  -0.636
N1 -1.9256 0.8807 0.1207  0.265
N2 -3.2366 1.9580 2.9895  -0.586
N3 -3.4172 -2.0817 2.2166  -0.631
N4 -2.1186 0.8808 -2.0680  -0.064
C1 -0.0188 1.4166 1.9766  0.215
C2 -2.4219 1.3971 2.3668  -0.487
C3 -1.3478 0.5102 -1.0240  0.654
C4 -3.2762 1.4727 -1.6083  0.180
C5 1.2492 -0.6766 2.5476  0.312
C6 -3.1723 1.4343 -0.2462  -0.437
C7 -2.4485 -1.4348 2.3680  -0.099
C8 -0.0992 -0.2316 -1.2373  -0.965
C9 1.2265 0.6687 2.3087  0.290
C10 -1.2685 -0.6703 2.3413  -0.198
C11 -1.3605 0.6386 1.6734  1.449
C12 -0.0069 -1.4401 2.3313  0.351
C13 -4.3004 2.0324 -2.5482  -1.272
H1 -1.8842 0.7491 -3.0626  0.277
H2 -4.7073 1.2828 -3.2650  0.330
H3 -3.9078 1.7599 0.4598  0.434
H4 -5.1483 2.4331 -1.9558  0.310
H5 0.6220 0.4159 -1.7715  0.324
H6 0.3097 -0.5796 -0.2804  0.144
H7 -3.9006 2.8719 -3.1611  0.316
H8 -0.3022 -1.0901 -1.9074  0.367

Atomic forces in eV per Å
Cl 0.0 0.0 0.5
Cl 0.1 0.3 -0.1
O 0.4 -2.2 -0.1
O 0.6 0.3 0.6
N -0.2 -0.7 -1.4
N 1.7 -1.2 -1.5
N 1.8 1.4 0.6
N 0.3 -0.1 -0.2
C -0.8 2.2 -0.6
C -1.6 1.4 1.6
C -0.2 0.1 -0.2
C 0.1 0.0 0.5
C 0.2 1.5 -1.5
C 0.1 0.2 -0.4
C -2.2 -1.8 -1.0
C 0.7 -0.2 -0.3
C 0.0 -1.3 0.5
C 0.8 0.2 -1.3
C -0.1 0.3 2.3
C -1.8 -0.4 -0.6
C -0.6 0.3 -0.1
H -0.1 0.0 1.0
H 0.3 0.3 0.6
H 0.1 0.1 0.3
H 0.5 -0.3 -0.4
H -0.1 -0.3 0.4
H 0.0 0.0 -0.4
H -0.1 -0.5 0.5
H 0.1 0.3 0.5

HOMO-LUMO gap ... 6.61 eV
LUMO level ... -1.50 eV
Electronic energy ... -1789.978409 hartree
Spin multiplicity ... 1

=====

3.
A cluster of 2 separate species, C2H8NO2 in total. Source: the OMol25 dataset; level of theory: ωB97M-V with the def2-TZVPD basis set.

Last column: Mulliken charge in e.
Atoms and positions in Å:
O1 0.5173 -2.0940 -1.8508  -0.616
O2 -0.1963 2.3638 1.0331  -0.399
N1 0.1980 0.2217 -0.7059  -0.133
C1 -0.5695 1.0859 1.5575  -0.138
C2 -0.2870 0.1035 0.5069  -0.205
H1 0.7225 2.4803 1.0207  0.359
H2 -0.0777 0.6635 2.4630  0.249
H3 0.9774 -2.4806 -2.5681  0.319
H4 -0.2841 -0.9349 0.9057  0.313
H5 -1.6307 0.9735 1.8747  0.327
H6 -0.0920 -2.8461 -1.8034  0.317
H7 0.4047 -0.6591 -1.3334  0.357
H8 0.3173 1.1225 -1.1000  0.249

Atomic forces in eV per Å
O -1.0 -1.1 0.4
O -3.0 -1.3 1.2
N 2.2 -0.1 -6.0
C -1.1 0.7 -0.8
C -1.6 -4.0 5.8
H 2.5 0.1 0.2
H 0.6 0.8 -0.1
H 1.9 0.3 -1.6
H 0.4 0.8 -0.2
H 0.3 1.2 -0.3
H -0.8 0.5 1.0
H -0.8 1.1 0.9
H 0.5 1.0 -0.5

HOMO-LUMO gap (alpha / beta) ... 8.46 / 6.00 eV
LUMO level (alpha / beta) ... -3.16 / -9.72 eV
Relative energy (zero: lowest compared OMol25 entry of this formula, charge and spin) ... 122.2 kJ/mol
Electronic energy ... -285.759312 hartree
Spin multiplicity ... 3
Total charge ... +1

=====

4.
The molecule C6H6N2O. Source: the OMol25 dataset; level of theory: ωB97M-V with the def2-TZVPD basis set.

Last column: Mulliken charge in e.
Atoms and positions in Å:
O1 -3.6357 -0.8423 -0.2965  -0.582
N1 0.9749 -0.2009 -0.2698  0.107
N2 -2.2766 1.0918 0.1208  -0.197
C1 -1.1713 -0.7154 0.3423  0.151
C2 -2.6456 -0.2116 0.1178  0.510
C3 2.4520 -0.2166 -0.0199  -0.741
C4 0.3736 1.0069 -0.0664  -1.046
C5 -0.9579 0.6588 0.1125  0.608
C6 0.1044 -1.3293 0.0090  -0.486
H1 0.8759 1.8626 -0.2845  0.400
H2 3.0003 0.7666 -0.5669  0.192
H3 2.2471 0.0674 1.2238  0.319
H4 0.5314 -2.3627 0.2760  0.288
H5 -2.8220 1.6634 -0.3359  0.204
H6 2.9495 -1.2387 -0.3623  0.272

Atomic forces in eV per Å
O 2.4 2.6 1.6
N 0.6 -2.9 0.3
N 1.4 -2.9 3.6
C 2.1 0.6 -1.4
C -2.9 -5.9 -1.9
C -0.3 1.4 1.8
C -3.7 -2.6 -0.6
C 3.4 1.4 0.6
C -0.4 1.6 1.1
H 1.1 2.3 -0.5
H -1.6 -2.9 1.5
H 2.4 -1.2 -3.2
H -0.7 1.9 -0.9
H -2.7 4.3 -3.1
H -1.1 2.3 1.2

HOMO-LUMO gap ... 8.90 eV
LUMO level ... 0.63 eV
Relative energy (zero: lowest compared OMol25 entry of this formula, charge and spin) ... 455.5 kJ/mol
Electronic energy ... -416.800197 hartree
Spin multiplicity ... 1

=====

5.
A cluster of 2 separate species, C4H9N2O in total. Source: the OMol25 dataset; level of theory: ωB97M-V with the def2-TZVPD basis set.

Last column: Mulliken charge in e.
Atoms and positions in Å:
O1 -1.8866 -0.1121 -0.9718  -0.410
N1 -0.8009 -0.8417 -0.3432  -0.046
N2 0.1121 0.9661 0.8667  -0.126
C1 2.7073 -1.7609 -1.0999  -0.480
C2 -0.6216 2.1133 0.4120  -0.779
C3 2.2007 -2.8056 -0.7774  -0.310
C4 0.1131 -0.2474 0.4501  0.074
H1 -0.9398 -1.7244 -0.7000  0.234
H2 3.2189 -0.8880 -1.5290  0.361
H3 -0.4209 3.0062 1.0079  0.334
H4 -2.6733 -0.4289 -0.4961  0.378
H5 0.9499 1.2890 1.3987  0.311
H6 -0.4214 2.3245 -0.6700  0.308
H7 1.0114 -0.8829 0.7531  0.369
H8 1.8928 -3.6617 -0.4657  0.474
H9 -1.6160 1.8094 0.4190  0.308

Atomic forces in eV per Å
O 1.2 -0.3 1.1
N -1.0 4.1 0.6
N 2.5 1.7 1.1
C 0.2 0.1 -0.5
C 0.0 0.7 -1.9
C 2.3 5.7 -1.8
C 0.3 -2.9 -0.9
H 1.2 -2.7 -0.3
H -0.6 -0.9 0.6
H 0.0 -0.5 0.0
H 0.0 0.1 -0.1
H -0.8 -1.1 -0.5
H 0.2 -0.1 0.9
H -1.6 0.6 -0.5
H -1.9 -4.9 1.7
H -2.0 0.3 0.3

HOMO-LUMO gap ... 10.87 eV
LUMO level ... -3.50 eV
Relative energy (zero: lowest compared OMol25 entry of this formula, charge and spin) ... 553.0 kJ/mol
Electronic energy ... -342.146647 hartree
Spin multiplicity ... 1
Total charge ... +1

=====

6.
A cluster of 4 separate species, C20H41IN3P in total. Source: the OMol25 dataset; level of theory: ωB97M-V with the def2-TZVPD basis set.

Last column: Mulliken charge in e.
Atoms and positions in Å:
I1 0.6596 -0.3894 -0.6271  -0.023
P1 -0.0390 -3.7589 -1.3715  0.262
N1 4.5619 3.7684 -0.9469  -0.453
N2 -4.7740 0.9248 0.2976  -0.447
N3 3.5106 0.7225 4.9501  -0.513
C1 0.6454 -4.5301 -2.9854  -1.098
C2 -4.7305 3.1698 -1.0320  -0.454
C3 2.1512 2.8204 4.2005  -0.351
C4 -2.3034 -1.0836 -0.2673  -0.869
C5 0.6732 2.8475 6.2749  -1.156
C6 0.1496 -3.9006 -4.2930  -1.029
C7 4.4767 2.6902 -0.5613  0.199
C8 2.9153 1.6411 4.6041  0.305
C9 -1.3709 -4.0317 -4.6285  0.901
C10 -3.0248 4.2900 0.4942  -1.127
C11 -3.3722 3.8721 -0.9299  -0.412
C12 -4.7549 1.9118 -0.2882  0.325
C13 -0.9537 -1.5186 0.3092  -0.278
C14 5.5099 1.7887 2.1538  -1.299
C15 4.3707 1.3175 -0.0693  -0.071
C16 4.2622 1.2565 1.4566  -0.047
C17 1.6529 3.6260 5.4042  -0.568
C18 -0.7727 -3.0242 0.2458  -1.190
C19 -2.1666 -4.9991 -3.7520  -1.590
C20 -2.0385 -2.6512 -4.6776  -1.466
H1 2.7878 3.4459 3.5712  0.336
H2 2.5039 3.9488 6.0060  0.316
H3 -1.7607 -3.4717 0.3425  0.475
H4 0.7040 -4.3592 -5.1076  0.405
H5 3.4860 0.8575 -0.5108  -0.169
H6 3.3854 1.8206 1.7779  0.030
H7 1.2682 -3.4011 -0.9618  0.023
H8 -3.3966 4.7547 -1.5711  0.307
H9 -1.4261 -4.4142 -5.6448  0.372
H10 -1.6901 -2.0146 -3.8714  0.297
H11 0.4123 -2.8441 -4.2731  0.328
H12 -2.5686 -4.4873 -2.8808  0.247
H13 5.2359 0.7460 -0.4092  0.349
H14 -0.7814 -2.8039 -2.1151  -0.121
H15 -5.5224 3.8193 -0.6550  0.298
H16 -0.1962 2.5280 5.6973  0.293
H17 -0.9179 -1.2039 1.3418  0.579
H18 -3.7835 4.9604 0.9026  0.313
H19 5.6800 2.8406 1.9141  0.351
H20 6.3945 1.2250 1.8523  0.398
H21 -3.1242 -2.7140 -4.6615  0.365
H22 -2.0683 4.8117 0.5148  0.319
H23 1.7304 -4.4230 -2.9718  0.566
H24 1.1418 1.9604 6.7035  0.343
H25 -2.5912 3.2176 -1.3210  0.292
H26 -2.6121 -1.7359 -1.0764  0.169
H27 1.3081 2.5015 3.5842  0.345
H28 -2.2278 -0.0572 -0.6026  0.152
H29 -0.1685 -3.4009 1.0699  0.435
H30 -3.0257 -5.3478 -4.3215  0.470
H31 -4.9620 2.9580 -2.0770  0.278
H32 -1.6079 -5.8801 -3.4594  0.331
H33 0.3203 3.4670 7.0990  0.345
H34 5.4104 1.7016 3.2338  0.328
H35 0.4542 -5.6018 -2.9702  0.516
H36 -2.9454 3.4239 1.1533  0.336
H37 -1.7462 -2.1662 -5.6062  0.387
H38 1.1675 4.5291 5.0304  0.335
H39 4.0954 0.2199 1.7520  0.308
H40 -3.0248 -1.1407 0.5392  0.416
H41 -0.5766 -5.0299 -0.9783  -0.011

Atomic forces in eV per Å
I 0.1 0.0 0.0
P -0.1 -0.2 -0.1
N 0.0 0.0 0.1
N 0.0 0.0 0.0
N 0.0 0.0 0.0
C -0.1 0.2 -0.2
C 0.2 0.1 -0.2
C 0.0 0.2 0.0
C 0.8 0.1 0.2
C 0.1 0.0 0.0
C -0.4 -0.3 0.3
C 0.1 0.0 -0.1
C -0.1 -0.1 0.0
C 0.2 0.2 0.1
C 0.0 0.0 0.0
C 0.1 0.1 0.2
C -0.2 0.0 0.0
C -0.6 -0.6 0.1
C -0.1 0.1 0.0
C -0.2 -0.2 0.2
C 0.3 0.0 0.2
C -0.2 0.0 0.2
C 0.3 0.1 -0.2
C -0.2 0.2 -0.4
C 0.2 -0.2 -0.3
H 0.0 -0.1 0.0
H 0.0 0.0 0.0
H -0.2 -0.1 0.0
H 0.2 0.1 -0.2
H 0.0 0.0 -0.1
H -0.1 0.0 -0.1
H 0.0 0.0 0.1
H 0.0 0.0 0.0
H 0.0 -0.2 -0.1
H -0.1 0.1 0.3
H 0.1 0.2 -0.1
H 0.1 -0.1 0.3
H 0.0 0.1 0.0
H 0.0 0.0 -0.1
H 0.0 0.0 0.1
H 0.0 0.0 0.0
H 0.3 0.3 0.1
H 0.0 0.0 0.0
H 0.0 0.0 0.0
H 0.0 0.0 0.0
H -0.1 0.0 0.0
H 0.0 0.0 0.0
H 0.2 0.0 0.1
H 0.0 0.0 0.0
H 0.0 0.0 0.0
H -0.1 0.0 -0.2
H 0.0 -0.1 0.0
H -0.4 0.1 -0.1
H 0.2 0.0 0.1
H -0.2 0.0 0.0
H 0.0 -0.1 0.0
H 0.1 -0.1 0.2
H 0.0 0.0 0.0
H 0.0 0.0 0.0
H -0.1 -0.2 0.0
H 0.0 0.0 0.0
H 0.0 0.2 -0.1
H 0.0 0.0 -0.1
H -0.1 0.0 -0.1
H -0.3 0.0 0.0
H 0.1 0.1 0.0

HOMO-LUMO gap ... 8.37 eV
LUMO level ... 0.37 eV
Electronic energy ... -1589.842547 hartree
Spin multiplicity ... 1
SMILES ... CC(C)CC[PH3]C[C@H](C)I.CCCC#N.CCCC#N.CCCC#N

=====

7.
A structure of composition C9H26B3NO12P2. Source: the OMol25 dataset; level of theory: ωB97M-V with the def2-TZVPD basis set.

Last column: Mulliken charge in e.
Atoms and positions in Å:
P1 -2.5365 -0.8626 -1.3221  0.729
P2 2.1426 -0.9584 -6.1248  0.996
O1 -3.1582 -2.3461 -1.5450  -0.385
O2 -1.6798 -1.2964 -0.0453  -0.243
O3 2.3622 3.9904 5.8869  -0.478
O4 0.8656 -0.1746 -5.6006  -0.296
O5 -1.5589 -0.4858 -2.3523  -0.388
O6 -3.9277 -0.1264 -1.6599  -0.259
O7 3.2364 -0.0028 -5.3981  -0.370
O8 2.8687 -2.3339 -5.7113  -0.223
O9 1.1830 3.8328 7.9718  -0.490
O10 -0.3267 -0.4757 4.7774  -0.505
O11 2.1570 -0.8393 -7.5847  -0.713
O12 2.6160 2.0947 7.2425  -0.449
N1 -0.3178 0.3123 2.6175  -0.396
C1 0.5471 -0.2091 -4.1842  -0.549
C2 0.4546 1.7515 4.5762  -0.007
C3 1.9972 1.6951 4.7429  -0.516
C4 4.1716 -0.4361 -4.4169  -0.639
C5 2.1627 -3.5569 -5.9944  -0.706
C6 -0.0891 0.4386 4.0376  -0.194
C7 -2.3561 -1.6397 1.1836  -0.665
C8 -4.0000 1.2994 -1.4527  -0.690
C9 -4.5478 -2.6671 -1.5397  -0.652
B1 2.3614 2.5964 5.9688  0.380
B2 1.3601 4.4388 6.7389  0.594
B3 1.5432 2.4900 8.0252  0.598
H1 -4.9508 -2.5921 -2.5497  0.288
H2 -0.0791 1.9982 5.4958  0.274
H3 0.6305 5.2957 6.3574  -0.112
H4 -0.4480 0.1853 -4.0556  0.302
H5 -0.9437 1.0569 2.3290  0.268
H6 -1.6107 -1.6861 1.9675  0.223
H7 -3.0930 -0.8796 1.4478  0.305
H8 4.3854 0.4140 -3.7699  0.268
H9 -5.1177 -2.0216 -0.8753  0.293
H10 0.9236 1.7139 8.6734  -0.092
H11 -4.6428 -3.6969 -1.1992  0.275
H12 2.7767 -4.3769 -5.6322  0.230
H13 5.0979 -0.7520 -4.8982  0.294
H14 2.3557 0.6867 4.9452  0.322
H15 0.2428 2.5350 3.8487  0.264
H16 -2.8471 -2.6086 1.0857  0.294
H17 0.5695 -1.2271 -3.7997  0.261
H18 -3.2880 1.8080 -2.1020  0.289
H19 2.4863 2.0998 3.8576  0.267
H20 -5.0085 1.6121 -1.7064  0.240
H21 0.5768 0.4352 2.1508  0.287
H22 -3.8022 1.5557 -0.4117  0.297
H23 1.2566 0.4117 -3.6350  0.265
H24 1.2003 -3.5831 -5.4827  0.307
H25 2.0134 -3.6611 -7.0688  0.314
H26 3.7854 -1.2525 -3.8100  0.297

Atomic forces in eV per Å
P 0.6 -4.0 -3.6
P 3.2 3.1 -1.8
O -0.2 0.3 0.2
O -1.0 2.1 1.1
O -1.3 -0.4 -0.2
O -0.6 -2.0 0.9
O 0.0 0.7 0.7
O 0.4 1.1 2.4
O -0.2 -0.4 0.2
O -2.1 -0.4 1.1
O -0.7 -0.5 -0.6
O 0.1 0.0 -0.2
O -0.6 -0.4 0.0
O -1.3 -0.7 -0.4
N 0.2 -0.1 0.5
C 0.2 0.2 -0.2
C 0.1 0.2 -0.7
C 0.3 0.2 0.4
C 0.1 0.2 -0.1
C 0.1 -0.1 -0.2
C -0.3 -0.2 0.5
C -0.1 -0.3 0.0
C 0.0 0.1 -0.2
C 0.1 -0.2 -0.2
B 1.6 0.4 0.0
B 0.6 0.7 0.2
B 0.7 0.4 0.7
H -0.1 0.1 0.0
H 0.0 -0.2 0.1
H 0.1 0.2 0.2
H 0.0 0.0 -0.1
H 0.2 0.1 -0.2
H 0.1 0.1 -0.1
H 0.0 0.0 0.0
H 0.0 0.0 -0.1
H 0.0 0.0 0.0
H 0.1 0.1 0.2
H 0.1 0.0 0.0
H 0.1 0.1 0.0
H 0.0 -0.1 0.0
H -0.1 -0.1 -0.1
H -0.1 0.2 0.2
H 0.0 0.0 -0.2
H -0.1 0.0 0.0
H 0.0 0.0 0.0
H 0.0 -0.2 -0.1
H 0.0 -0.1 0.0
H -0.1 0.1 -0.3
H 0.0 0.0 0.0
H 0.1 0.0 0.0
H 0.0 0.0 0.0
H 0.0 0.1 0.0
H 0.0 0.0 0.0

HOMO-LUMO gap ... 9.61 eV
LUMO level ... -0.15 eV
Electronic energy ... -2073.760010 hartree
Spin multiplicity ... 1